1.
{"formula": "C3H5ClO", "method": "ωB97M-V/def2-TZVPD", "total_energy_ha": -652.61075, "homo_lumo_gap_ev": [8.5, 8.7], "largest_force_ev_per_a": 3.5, "total_charge": 0, "relative_energy_kj_mol": 321.8, "species": ["C", "C", "C", "O", "Cl", "H", "H", "H", "H", "H"], "xyz": [[0.10125, 1.15220, 0.83431], [0.42888, -0.16568, 0.02674], [-0.45110, -1.13955, -0.68978], [0.01046, 1.84394, -0.33711], [2.08919, -0.19074, -0.26750], [-0.93783, 1.11351, 1.31240], [0.93479, 1.55545, 1.42516], [-0.32363, -1.53455, -1.70759], [-1.39401, -0.65516, -0.57827], [-0.45801, -1.97942, -0.01837]], "forces_ev_per_angstrom": [[-2.187, -0.294, -0.654], [0.663, 3.343, -0.594], [-0.138, 0.841, 0.936], [0.370, -2.292, -0.546], [0.649, -0.582, -0.294], [1.505, -0.228, 0.183], [-0.272, -0.856, 0.546], [0.681, 0.804, 0.325], [-1.149, -0.017, -0.275], [-0.122, -0.719, 0.373]]}

***

2.
{"formula": "C3H9N2O2", "method": "ωB97M-V/def2-TZVPD", "total_energy_ha": -379.30202, "homo_lumo_gap_ev": 10.1, "largest_force_ev_per_a": 4.7, "total_charge": 1, "smiles": "CO[C@@]1([NH3+])CON1", "relative_energy_kj_mol": 532.5, "species": ["C", "O", "C", "N", "C", "O", "N", "H", "H", "H", "H", "H", "H", "H", "H", "H"], "xyz": [[2.14843, 0.08183, -0.00883], [0.95210, -0.02299, -0.84556], [-0.26731, -0.01555, -0.21698], [-1.20091, -0.13534, -1.32686], [-0.75739, -0.72135, 1.00357], [-1.23289, 0.48340, 1.65307], [-0.72346, 1.37623, 0.58453], [2.86035, -0.56671, -0.42595], [1.79662, -0.21165, 0.92760], [2.59800, 1.08462, -0.05202], [-1.50757, -1.18075, -1.40301], [-0.94459, 0.28822, -2.25664], [-2.12034, 0.35364, -1.10138], [-1.62867, -1.40302, 0.91456], [0.00249, -1.28374, 1.58001], [0.02514, 1.87316, 0.97388]], "forces_ev_per_angstrom": [[-0.906, 1.185, -1.165], [-0.476, -0.280, 0.377], [1.157, 4.489, 0.439], [-3.745, -1.311, -1.299], [-0.694, -0.787, 1.987], [0.816, -0.317, -0.727], [-1.457, -3.658, -2.188], [0.773, -1.141, -0.356], [0.385, -0.311, 1.889], [-0.660, -0.127, 0.171], [0.912, 2.105, -0.456], [0.477, -0.727, 1.074], [1.288, -0.425, 0.170], [0.519, 0.115, -0.458], [-0.156, 0.515, -0.207], [1.768, 0.676, 0.750]]}

***

3.
{"formula": "C27H25N4O5Pd", "method": "ωB97M-V/def2-TZVPD", "total_energy_ha": -1766.77061, "homo_lumo_gap_ev": 7.6, "largest_force_ev_per_a": 0.3, "total_charge": 1, "relative_energy_kj_mol": 5.5, "species": ["Pd", "O", "C", "O", "C", "C", "C", "C", "C", "N", "H", "H", "H", "H", "C", "O", "H", "H", "H", "H", "C", "O", "C", "C", "C", "C", "C", "C", "N", "C", "C", "C", "C", "C", "C", "C", "O", "H", "H", "H", "H", "H", "H", "H", "H", "H", "H", "H", "H", "H", "N", "C", "C", "C", "C", "C", "N", "C", "H", "H", "H", "H"], "xyz": [[-1.13322, -0.06631, -2.54541], [-5.00853, -0.69042, -3.08924], [-3.80541, -0.63476, -3.09500], [-3.06670, 0.02563, -2.24270], [-3.01055, -1.39095, -4.14032], [-3.62038, -2.19441, -5.08208], [-2.82514, -2.90746, -5.96401], [-1.44554, -2.80336, -5.86092], [-0.90749, -1.97938, -4.89146], [-1.67706, -1.27548, -4.06054], [-4.70033, -2.23927, -5.08858], [-3.27112, -3.54478, -6.71521], [-0.78760, -3.35461, -6.51677], [0.16362, -1.89766, -4.76439], [1.82410, 0.85139, -2.28880], [0.95132, -0.13853, -2.88921], [2.84285, 0.65983, -2.62077], [1.74825, 0.72722, -1.21442], [1.50646, 1.85517, -2.56443], [1.13118, -0.15639, -3.83555], [3.45048, 0.50501, 2.17787], [2.72014, 1.69416, 1.88393], [2.52629, 2.57027, 2.89491], [3.08648, 2.45990, 4.16142], [2.83275, 3.43433, 5.11895], [2.02633, 4.52450, 4.83666], [1.45103, 4.63186, 3.57961], [1.68888, 3.65977, 2.62611], [1.10320, 3.78123, 1.32509], [0.31375, 2.92538, 0.71498], [-0.33585, 1.78522, 1.20858], [-0.50463, 1.47924, 2.58894], [-1.29212, 0.44107, 2.97882], [-1.96211, -0.32539, 1.99716], [-1.82123, -0.07659, 0.66193], [-0.96690, 0.96163, 0.21384], [-0.71821, 1.18844, -1.03333], [3.43982, -0.08711, 1.26787], [2.97323, -0.06059, 2.97849], [4.48343, 0.73353, 2.44539], [3.72540, 1.62444, 4.40528], [3.28054, 3.33462, 6.09837], [1.83916, 5.28007, 5.58577], [0.79975, 5.46225, 3.33714], [1.37312, 4.59741, 0.79517], [0.12079, 3.16200, -0.32626], [-0.03514, 2.10087, 3.33735], [-1.43564, 0.22492, 4.02766], [-2.62101, -1.12500, 2.31367], [-2.36813, -0.64214, -0.07789], [2.55717, -2.79981, 2.37280], [1.61679, -2.95016, 1.73094], [0.46085, -3.11893, 0.89526], [-0.64052, -3.86163, 1.30524], [-1.72638, -3.94329, 0.45307], [-1.67163, -3.27349, -0.76069], [-0.61553, -2.56739, -1.16462], [0.42826, -2.50066, -0.35195], [-0.63952, -4.35564, 2.26740], [-2.60685, -4.50800, 0.72465], [-2.52238, -3.29485, -1.43412], [1.27737, -1.91693, -0.69163]], "forces_ev_per_angstrom": [[-0.202, 0.063, 0.146], [-0.001, -0.023, 0.049], [0.016, 0.065, -0.105], [0.005, -0.015, 0.015], [-0.013, -0.019, 0.030], [0.005, -0.014, -0.028], [-0.016, 0.014, 0.013], [0.009, 0.013, 0.007], [0.022, 0.002, -0.021], [-0.044, -0.061, -0.011], [-0.005, -0.002, -0.001], [-0.003, -0.002, -0.005], [0.001, -0.003, -0.002], [0.000, 0.004, 0.018], [0.013, -0.056, -0.017], [0.150, 0.036, -0.076], [-0.004, 0.004, 0.008], [-0.001, 0.014, 0.019], [0.004, -0.009, 0.012], [0.015, 0.036, 0.001], [0.029, -0.019, 0.001], [-0.040, 0.020, 0.028], [0.036, 0.004, -0.032], [-0.011, 0.007, 0.006], [-0.005, -0.004, -0.008], [0.002, -0.001, 0.002], [-0.011, -0.002, 0.010], [0.029, -0.009, -0.017], [-0.029, -0.008, 0.008], [0.018, 0.009, -0.001], [-0.019, 0.007, -0.014], [-0.004, -0.012, 0.013], [0.003, -0.003, -0.002], [-0.003, 0.014, -0.005], [0.000, -0.008, 0.008], [-0.035, 0.023, 0.008], [0.075, 0.019, -0.055], [-0.009, -0.005, 0.011], [-0.004, -0.014, -0.012], [-0.001, 0.015, 0.003], [0.003, 0.001, 0.000], [0.004, -0.001, 0.005], [-0.002, 0.002, 0.003], [-0.003, 0.003, -0.002], [0.023, -0.016, -0.007], [0.003, -0.004, 0.010], [-0.010, -0.007, -0.005], [0.001, -0.005, 0.003], [-0.007, -0.005, 0.003], [-0.003, -0.001, 0.011], [0.012, 0.063, 0.040], [-0.003, -0.071, -0.058], [-0.008, 0.058, 0.004], [0.016, -0.013, 0.026], [-0.019, 0.028, -0.006], [0.003, -0.007, 0.014], [0.009, -0.144, -0.037], [-0.019, 0.075, 0.017], [-0.002, -0.002, 0.001], [-0.004, 0.000, 0.000], [0.022, -0.016, -0.018], [0.013, -0.021, -0.007]]}

***

4.
{"formula": "C4H10N3", "method": "ωB97M-V/def2-TZVPD", "total_energy_ha": -322.23048, "homo_lumo_gap_ev": [8.7, 9.2], "largest_force_ev_per_a": 5.4, "total_charge": 1, "spin_multiplicity": 3, "relative_energy_kj_mol": 202.1, "species": ["C", "C", "C", "C", "N", "N", "N", "H", "H", "H", "H", "H", "H", "H", "H", "H", "H"], "xyz": [[1.18266, -1.34501, -0.17448], [0.15123, -0.39637, -0.45536], [-3.22343, 0.35928, 0.27805], [2.22416, 0.83459, -0.08924], [-1.08721, -0.58609, 0.21282], [-1.93259, 0.27904, -0.16975], [1.28358, -0.03986, 0.48489], [1.01245, -2.11393, 0.51553], [1.97136, -1.57742, -0.86092], [0.18547, 0.36041, -1.32152], [-3.23840, 1.31366, 0.71626], [-3.58446, -0.45106, 0.85671], [-3.84838, 0.42838, -0.61775], [2.17542, 0.74795, -1.21878], [2.22876, 1.84026, 0.22059], [3.30456, 0.42484, 0.14388], [1.19482, -0.07868, 1.47908]], "forces_ev_per_angstrom": [[1.332, -0.424, -0.697], [-2.266, 0.975, -0.039], [-2.050, 1.342, -1.892], [4.895, -1.141, -1.882], [1.585, 0.651, -1.844], [1.409, -1.548, 0.513], [0.175, -0.131, -0.275], [-0.671, -1.041, 0.744], [0.265, 0.134, -0.362], [-0.187, -1.742, 1.240], [-1.016, 1.167, 1.324], [0.092, -0.792, 0.797], [-0.390, -0.020, 0.134], [-0.104, 0.345, 1.383], [-0.641, 1.146, 0.497], [-1.937, 0.831, -0.319], [-0.491, 0.247, 0.676]]}

***

5.
{"formula": "CH4N2O", "method": "ωB97M-V/def2-TZVPD", "total_energy_ha": -225.13967, "homo_lumo_gap_ev": 11.0, "largest_force_ev_per_a": 3.0, "total_charge": 0, "smiles": "C#[N+][O-].N", "relative_energy_kj_mol": 399.9, "species": ["C", "N", "O", "H", "N", "H", "H", "H"], "xyz": [[2.05257, -0.96649, 0.00560], [1.46375, -0.00130, -0.17778], [0.98007, 1.07373, -0.13910], [2.41398, -1.96998, -0.23695], [-1.62669, 0.18888, 0.08490], [-1.23751, 0.60496, 0.89667], [-2.64935, 0.23878, 0.19609], [-1.39683, 0.83141, -0.62942]], "forces_ev_per_angstrom": [[0.972, -2.816, -0.654], [0.370, 0.427, 0.772], [-0.774, 1.487, -0.470], [-0.356, 1.002, 0.336], [-1.519, -0.901, 0.154], [0.398, 0.270, 0.985], [0.625, -0.127, -0.055], [0.284, 0.658, -1.067]]}

***

6.
{"formula": "C5H4Br3NO2S", "method": "ωB97M-V/def2-TZVPD", "total_energy_ha": -8518.35853, "homo_lumo_gap_ev": 8.9, "largest_force_ev_per_a": 2.6, "total_charge": 0, "relative_energy_kj_mol": 0.0, "species": ["C", "C", "C", "C", "C", "N", "O", "O", "S", "Br", "Br", "Br", "H", "H", "H", "H"], "xyz": [[0.25109, 1.27264, -1.93414], [-1.02356, 0.85707, -1.75213], [1.18720, 0.93200, -0.89073], [0.75369, -0.31626, 1.27201], [-1.44494, -3.28422, 3.54223], [0.40416, 0.01400, -0.01850], [2.33821, 1.18705, -0.59900], [0.06512, -0.98589, 2.02377], [-1.20753, -0.23477, -0.43063], [-0.78010, -4.35764, 5.12741], [-3.30391, -3.00100, 3.67192], [-0.85181, -4.14158, 2.00233], [0.66633, 1.92096, -2.74727], [-1.89435, 0.98823, -2.29609], [1.78884, -0.03884, 1.62221], [-0.89467, -2.39788, 3.83053]], "forces_ev_per_angstrom": [[0.568, 1.757, -1.492], [2.113, -1.025, 1.222], [-0.030, -1.571, 1.851], [1.243, -1.042, 1.383], [0.935, -0.427, 2.288], [0.659, 0.503, 0.492], [-1.240, 0.123, -0.880], [-0.083, 0.757, -0.875], [-0.284, 0.376, -0.144], [-0.429, 0.063, -0.335], [-0.370, 0.105, -0.145], [0.108, -0.100, -0.884], [-0.906, -0.633, 0.762], [-1.211, 0.546, -1.361], [-0.840, 0.242, -0.877], [-0.233, 0.330, -1.003]]}